No. 1
Here is a cluster of 7 separate species, C54H108BF4N6O6 in total from the Open Molecules 2025 dataset. Energies are from ωB97M-V with the def2-TZVPD basis set.

Computed properties:
**HOMO-LUMO gap**: 8.11 eV
**M**: 1024.30 g mol⁻¹
**Calculated total energy**: -3324.6211 Eh
**Max |F|**: 7.2 eV/A
**LUMO energy**: -11.681 eV
**HOMO level**: -19.8 eV
**2S+1**: 1
**Total charge**: +5

```
179
Properties=species:S:1:pos:R:3:lowdin_charge:R:1
C 2.67 -1.42 4.09 0.014
C 4.08 -1.98 3.83 -0.434
C 5.25 -1.61 4.70 -0.141
C 5.20 -2.41 5.93 -0.167
C 5.40 -3.92 5.67 -0.071
C 4.17 -4.51 4.92 -0.460
N 3.90 -3.52 3.73 0.064
O 3.34 -3.97 2.74 0.188
C 2.94 -4.60 5.81 0.003
C 4.38 -5.90 4.36 -0.018
C 4.41 -1.47 2.43 -0.041
H 1.97 -1.90 3.35 0.112
H 2.65 -0.36 4.00 0.100
H 2.33 -1.67 5.11 0.091
H 5.26 -0.55 4.90 0.148
H 6.14 -1.83 4.08 0.143
H 4.28 -2.17 6.48 0.117
H 5.83 -2.03 6.71 0.127
H 5.57 -4.60 6.53 0.156
H 6.26 -4.00 5.06 0.115
H 3.19 -5.49 6.43 0.122
H 2.04 -4.76 5.16 0.121
H 2.90 -3.78 6.53 0.090
H 3.45 -6.33 3.94 0.111
H 4.74 -6.45 5.23 0.116
H 5.20 -5.85 3.65 0.100
H 4.76 -0.45 2.46 0.099
H 3.58 -1.52 1.68 0.100
H 5.25 -2.05 2.00 0.097
C 6.98 -4.48 -1.56 0.052
C 6.52 -3.42 -2.64 -0.428
C 6.42 -3.94 -4.04 -0.144
C 5.28 -4.90 -4.23 -0.167
C 4.00 -4.10 -4.08 -0.085
C 3.83 -3.45 -2.61 -0.376
N 5.18 -2.96 -2.08 -0.042
O 5.17 -2.31 -1.16 0.229
C 3.30 -4.41 -1.53 0.004
C 2.88 -2.26 -2.62 -0.011
C 7.37 -2.15 -2.62 0.007
H 7.97 -4.82 -1.72 0.103
H 6.37 -5.36 -1.73 0.075
H 6.87 -4.03 -0.58 0.088
H 7.43 -4.38 -4.21 0.167
H 6.32 -3.06 -4.70 0.135
H 5.32 -5.70 -3.47 0.125
H 5.37 -5.28 -5.24 0.130
H 3.15 -4.74 -4.25 0.127
H 4.08 -3.30 -4.83 0.129
H 3.28 -4.00 -0.53 0.080
H 3.84 -5.39 -1.49 0.111
H 2.30 -4.69 -1.81 0.100
H 2.72 -1.93 -1.64 0.060
H 1.99 -2.56 -3.09 0.089
H 3.30 -1.40 -3.18 0.112
H 8.41 -2.42 -2.86 0.127
H 7.38 -1.73 -1.64 0.077
H 6.92 -1.44 -3.33 0.108
C 0.25 7.87 -0.76 0.010
C 1.63 7.44 -1.22 -0.439
C 2.59 7.18 -0.04 -0.088
C 2.15 5.93 0.73 -0.173
C 2.28 4.66 -0.07 -0.134
C 1.34 4.65 -1.24 -0.464
N 1.45 6.03 -1.90 0.111
O 1.19 6.11 -3.18 0.169
C -0.14 4.57 -0.71 0.016
C 1.67 3.59 -2.23 -0.014
C 2.14 8.37 -2.28 -0.021
H -0.05 7.17 0.02 0.061
H -0.53 7.92 -1.51 0.107
H 0.40 8.85 -0.26 0.131
H 2.55 8.08 0.61 0.152
H 3.60 6.97 -0.34 0.124
H 1.13 6.12 1.12 0.105
H 2.75 5.86 1.65 0.133
H 2.03 3.75 0.54 0.157
H 3.29 4.47 -0.45 0.136
H -0.92 4.85 -1.42 0.096
H -0.42 5.26 0.10 0.066
H -0.39 3.50 -0.44 0.102
H 0.95 3.65 -3.04 0.075
H 1.64 2.63 -1.69 0.116
H 2.70 3.80 -2.60 0.114
H 3.11 8.12 -2.73 0.114
H 2.20 9.36 -1.79 0.126
H 1.51 8.54 -3.13 0.089
C -4.83 2.06 2.25 -0.022
C -4.69 3.25 3.22 -0.446
C -4.89 4.59 2.47 -0.101
C -4.99 5.80 3.47 -0.115
C -6.45 5.71 4.11 -0.114
C -6.68 4.44 4.90 -0.367
N -5.95 3.11 4.15 0.063
O -6.41 2.03 4.37 0.210
C -8.25 4.14 4.88 0.004
C -6.13 4.44 6.30 0.003
C -3.46 3.02 4.02 -0.012
H -5.71 2.20 1.62 0.100
H -4.97 1.15 2.81 0.071
H -3.93 1.88 1.65 0.106
H -5.74 4.63 1.76 0.135
H -3.96 4.70 1.91 0.124
H -4.99 6.69 2.87 0.111
H -4.16 5.79 4.14 0.091
H -7.05 5.59 3.20 0.119
H -6.86 6.58 4.58 0.134
H -8.70 5.10 5.10 0.099
H -8.45 3.35 5.59 0.082
H -8.70 3.83 3.89 0.114
H -6.22 3.52 6.89 0.113
H -6.69 5.22 6.78 0.112
H -5.13 4.80 6.21 0.080
H -2.54 3.01 3.40 0.117
H -3.56 2.17 4.68 0.100
H -3.26 3.88 4.70 0.093
C -2.74 2.26 -4.37 0.008
C -1.97 1.21 -5.15 -0.477
C -2.78 0.53 -6.26 -0.103
C -2.00 -0.48 -7.17 -0.133
C -1.13 0.42 -8.02 -0.109
C -0.11 1.31 -7.19 -0.338
N -0.79 1.88 -5.80 0.002
O -0.19 2.69 -5.27 0.214
C 0.32 2.56 -7.95 0.000
C 1.16 0.54 -6.67 -0.008
C -1.36 0.27 -4.16 0.006
H -2.08 2.77 -3.69 0.083
H -3.57 1.77 -3.92 0.103
H -3.11 2.99 -5.09 0.111
H -3.28 1.29 -6.89 0.142
H -3.63 0.09 -5.67 0.146
H -2.81 -1.04 -7.71 0.146
H -1.44 -1.18 -6.58 0.095
H -1.80 1.08 -8.46 0.096
H -0.54 -0.09 -8.78 0.139
H 0.63 2.35 -8.92 0.095
H 1.19 2.90 -7.37 0.092
H -0.50 3.28 -7.93 0.108
H 1.50 0.06 -7.62 0.111
H 1.00 -0.40 -6.07 0.096
H 1.96 1.15 -6.23 0.090
H -0.87 -0.58 -4.54 0.065
H -2.18 0.01 -3.51 0.105
H -0.64 0.78 -3.52 0.100
C -3.10 -3.81 -0.70 0.012
C -4.26 -4.24 0.14 -0.472
C -4.00 -5.73 0.53 -0.132
C -2.80 -5.89 1.45 -0.174
C -2.70 -4.89 2.56 -0.107
C -3.96 -4.00 2.76 -0.395
N -4.29 -3.43 1.37 0.022
O -4.49 -2.23 1.24 0.195
C -3.53 -2.75 3.59 0.014
C -5.16 -4.79 3.30 0.034
C -5.68 -4.12 -0.47 0.041
H -2.14 -4.03 -0.25 0.091
H -3.14 -2.76 -0.99 0.091
H -3.12 -4.39 -1.60 0.107
H -3.92 -6.33 -0.39 0.149
H -4.89 -6.16 1.01 0.112
H -1.90 -5.90 0.81 0.115
H -2.81 -6.93 1.78 0.134
H -1.91 -4.19 2.32 0.110
H -2.58 -5.24 3.64 0.163
H -3.23 -1.99 2.90 0.071
H -2.65 -3.01 4.16 0.093
H -4.33 -2.38 4.22 0.097
H -5.46 -5.68 2.76 0.091
H -6.06 -4.15 3.35 0.113
H -4.83 -5.05 4.25 0.091
H -5.66 -3.06 -0.79 0.101
H -6.40 -4.26 0.36 0.115
H -5.74 -4.82 -1.28 0.104
B -0.67 -0.11 -0.24 -1.081
F -0.73 1.28 0.14 0.044
F -1.92 -0.45 -0.90 0.031
F 0.42 -0.30 -1.19 0.022
F -0.45 -0.95 0.91 0.045
```



No. 2
Here is a structure of composition C16H29Cl2N5O4SV from the Open Molecules 2025 dataset. Energies are from ωB97M-V with the def2-TZVPD basis set.

Computed properties:
**HOMO-LUMO gap (spin up / spin down)**: 6.90 / 6.24 eV
**M**: 509.36 g mol⁻¹
**Calculated total energy**: -3464.4113 Eh
**Max |F|**: 0.5 eV/A
**LUMO energy (spin up / spin down)**: 0.107 / 0.107 eV
**HOMO level (spin up / spin down)**: -6.8 / -6.1 eV
**2S+1**: 2
**Total charge**: 0
**Energy above the lowest of the compared OMol25 structures with the same formula, charge and spin**: 1.320 eV

```
58
Properties=species:S:1:pos:R:3:lowdin_charge:R:1
V -0.77 -0.13 0.65 0.563
N 0.23 1.19 2.16 -0.013
C 1.19 2.22 1.69 -0.193
C 2.62 1.71 1.73 -0.185
N 2.91 0.50 0.97 -0.175
C 4.05 -0.22 1.53 -0.204
C 4.17 -1.65 1.02 -0.261
N 2.87 -2.32 1.04 -0.006
C 3.04 0.71 -0.47 -0.165
C 1.70 0.60 -1.20 -0.197
N 0.96 -0.57 -0.67 -0.038
H -0.61 1.66 2.48 0.083
H 0.60 0.72 2.98 0.053
H 1.16 3.08 2.36 0.124
H 0.88 2.56 0.71 0.100
H 2.87 1.52 2.77 0.116
H 3.27 2.55 1.41 0.128
H 3.91 -0.25 2.61 0.116
H 5.01 0.29 1.36 0.128
H 4.93 -2.15 1.64 0.111
H 4.54 -1.67 0.00 0.100
H 2.41 -2.20 1.94 0.053
H 2.97 -3.32 0.89 0.081
H 3.70 -0.06 -0.86 0.107
H 3.51 1.68 -0.69 0.128
H 1.88 0.50 -2.27 0.120
H 1.10 1.49 -1.06 0.080
H 1.61 -1.12 -0.09 0.028
H 0.68 -1.19 -1.42 0.083
C -1.46 -0.35 -5.07 -0.047
C -2.10 -0.45 -3.72 -0.264
C -3.01 0.52 -3.29 -0.014
C -3.58 0.45 -2.03 -0.038
C -3.24 -0.59 -1.17 -0.278
C -2.36 -1.58 -1.59 -0.088
C -1.80 -1.50 -2.86 -0.048
S -3.74 -0.55 0.53 0.557
O -3.49 -1.88 1.03 -0.356
O -5.07 -0.01 0.61 -0.290
N -2.65 0.41 1.19 -0.310
C -2.83 1.85 1.00 -0.179
C -1.80 2.44 0.02 -0.648
O -1.85 3.62 -0.28 0.045
O -0.93 1.59 -0.40 -0.184
H -2.01 0.33 -5.72 0.076
H -1.42 -1.33 -5.56 0.079
H -0.44 0.02 -4.99 0.080
H -3.27 1.34 -3.95 0.119
H -4.29 1.21 -1.70 0.124
H -2.15 -2.41 -0.93 0.100
H -1.13 -2.29 -3.19 0.116
H -2.71 2.36 1.96 0.116
H -3.84 2.10 0.67 0.112
Cl -1.02 -1.05 4.39 0.570
C -1.34 -2.40 3.32 -0.885
Cl -0.50 -2.22 1.72 0.622
H -2.39 -2.44 3.08 0.019
H -0.95 -3.31 3.77 0.031
```



No. 3
Here is a structure of composition C48H66N10O3P3S2Sr from the Open Molecules 2025 dataset. Energies are from ωB97M-V with the def2-TZVPD basis set.

Computed properties:
**HOMO-LUMO gap**: 6.03 eV
**M**: 1075.80 g mol⁻¹
**Calculated total energy**: -4493.4426 Eh
**Max |F|**: 1.7 eV/A
**LUMO energy**: 2.028 eV
**HOMO level**: -4.0 eV
**2S+1**: 1
**Total charge**: -1
**Energy above the lowest of the compared OMol25 structures with the same formula, charge and spin**: 0.572 eV

```
133
Properties=species:S:1:pos:R:3:lowdin_charge:R:1
Sr 0.17 0.23 0.15 1.142
S 1.39 -2.28 -1.60 0.530
C -0.01 -2.78 -2.45 -0.876
C -0.05 -3.98 -3.22 -0.149
C -1.18 -4.32 -3.92 -0.115
C -2.31 -3.49 -3.85 -0.129
C -2.20 -2.36 -3.06 -0.225
N -1.11 -1.99 -2.40 0.029
H 0.84 -4.60 -3.24 0.087
H -1.19 -5.22 -4.52 0.094
H -3.22 -3.72 -4.38 0.085
H -3.05 -1.69 -2.95 0.088
C -3.71 1.70 1.19 -0.202
N -2.27 1.73 1.39 0.005
C -1.87 2.65 2.20 -0.152
C -0.51 2.96 2.45 -0.399
C 0.01 3.92 3.34 -0.096
C 1.39 3.92 3.13 -0.123
C 1.62 2.97 2.12 -0.203
N 0.49 2.39 1.71 -0.044
C -4.56 1.40 2.41 -0.220
C -4.07 0.66 3.49 -0.038
C -4.89 0.37 4.57 -0.095
C -6.21 0.81 4.61 -0.112
C -6.70 1.55 3.54 -0.099
C -5.88 1.84 2.46 -0.069
H -3.92 0.96 0.43 0.070
H -4.06 2.66 0.79 0.119
H -2.61 3.26 2.74 0.131
H -0.56 4.53 4.03 0.081
H 2.13 4.52 3.62 0.070
H 2.56 2.68 1.66 0.063
H -3.04 0.33 3.47 0.088
H -4.49 -0.19 5.41 0.088
H -6.84 0.58 5.46 0.094
H -7.72 1.91 3.55 0.096
H -6.27 2.43 1.64 0.112
C 0.67 -4.12 3.00 -0.081
N -0.71 -3.66 2.99 -0.300
C -1.65 -4.51 3.68 -0.108
P -1.00 -2.08 2.60 0.456
O -0.07 -1.62 1.56 -0.444
O -2.52 -2.15 2.11 -0.254
P -3.31 -2.02 0.70 0.493
O -2.79 -1.00 -0.22 -0.269
N -4.83 -1.68 1.23 -0.282
C -5.77 -0.98 0.35 -0.104
C -5.47 -2.46 2.27 -0.087
N -3.33 -3.60 0.19 -0.270
C -4.39 -4.01 -0.72 -0.091
C -2.09 -4.34 -0.02 -0.066
N -1.01 -1.09 3.90 -0.286
C -0.03 -0.03 4.11 -0.062
C -1.79 -1.45 5.07 -0.112
H 1.07 -4.19 4.02 0.084
H 1.29 -3.45 2.41 0.084
H 0.72 -5.12 2.55 0.088
H -1.45 -4.56 4.76 0.080
H -1.59 -5.52 3.28 0.086
H -2.67 -4.16 3.53 0.065
H -5.23 -0.51 -0.47 0.078
H -6.30 -0.22 0.92 0.075
H -6.50 -1.69 -0.06 0.078
H -4.73 -3.04 2.81 0.065
H -6.21 -3.16 1.84 0.085
H -5.97 -1.80 2.97 0.079
H -4.91 -4.89 -0.32 0.084
H -3.98 -4.25 -1.70 0.071
H -5.13 -3.22 -0.86 0.065
H -1.28 -3.94 0.58 0.064
H -1.78 -4.30 -1.07 0.067
H -2.25 -5.39 0.27 0.090
H 0.59 0.11 3.22 0.066
H -0.53 0.92 4.31 0.084
H 0.63 -0.29 4.95 0.090
H -1.24 -2.13 5.74 0.085
H -2.73 -1.92 4.79 0.072
H -2.03 -0.54 5.63 0.086
N 2.56 0.62 0.04 -0.429
P 3.93 1.02 -0.47 0.625
C 4.13 2.80 -0.90 -0.278
C 3.26 3.31 -1.86 -0.110
C 3.25 4.66 -2.16 -0.083
C 4.10 5.53 -1.50 -0.106
C 4.95 5.04 -0.52 -0.099
C 4.96 3.68 -0.22 -0.083
C 4.62 0.17 -1.96 -0.279
C 5.00 0.81 -3.14 -0.100
C 5.43 0.07 -4.23 -0.110
C 5.49 -1.31 -4.17 -0.108
C 5.12 -1.96 -2.99 -0.093
C 4.68 -1.22 -1.90 -0.123
C 5.32 0.73 0.71 -0.288
C 6.67 0.83 0.40 -0.098
C 7.64 0.60 1.37 -0.102
C 7.26 0.26 2.66 -0.113
C 5.91 0.14 2.98 -0.096
C 4.95 0.38 2.01 -0.085
H 2.54 2.66 -2.35 0.041
H 2.55 5.03 -2.91 0.099
H 4.09 6.59 -1.73 0.091
H 5.60 5.71 0.03 0.093
H 5.62 3.32 0.56 0.094
H 4.97 1.89 -3.20 0.094
H 5.71 0.59 -5.15 0.094
H 5.82 -1.89 -5.02 0.091
H 5.14 -3.04 -2.93 0.098
H 4.35 -1.73 -1.01 0.091
H 6.97 1.09 -0.61 0.108
H 8.69 0.68 1.11 0.093
H 8.01 0.08 3.42 0.090
H 5.61 -0.12 3.98 0.093
H 3.88 0.29 2.21 0.084
C 0.29 -1.18 -5.19 -0.055
N 0.45 0.20 -4.73 -0.181
C 1.86 0.54 -4.55 -0.094
C -0.49 0.86 -4.03 -0.766
S -0.11 2.08 -2.93 0.671
N -1.79 0.52 -4.29 -0.225
C -2.83 0.98 -3.39 -0.127
C -2.23 0.32 -5.66 -0.063
H 0.98 -1.81 -4.63 0.077
H 0.52 -1.25 -6.26 0.093
H -0.72 -1.54 -5.01 0.060
H 2.42 0.15 -5.40 0.088
H 2.24 0.08 -3.63 0.076
H 1.99 1.61 -4.49 0.053
H -2.55 0.78 -2.36 0.057
H -3.74 0.42 -3.62 0.080
H -3.03 2.05 -3.51 0.079
H -1.38 0.28 -6.33 0.081
H -2.88 1.14 -5.97 0.089
H -2.79 -0.62 -5.76 0.086
```



No. 4
Here is a structure of composition C2H3BeNO12S3 from the Open Molecules 2025 dataset. Energies are from ωB97M-V with the def2-TZVPD basis set.

Computed properties:
**HOMO-LUMO gap**: 2.50 eV
**M**: 338.25 g mol⁻¹
**Calculated total energy**: -2244.5395 Eh
**Max |F|**: 7.8 eV/A
**LUMO energy**: 7.951 eV
**HOMO level**: 5.4 eV
**2S+1**: 1
**Total charge**: -4
**Energy above the lowest of the compared OMol25 structures with the same formula, charge and spin**: 0.000 eV

```
22
Properties=species:S:1:pos:R:3:lowdin_charge:R:1
Be -2.38 3.93 -19.99 0.911
S -1.97 6.87 -20.65 0.075
O -3.06 7.69 -21.21 -0.483
O -1.84 5.70 -21.50 -0.386
O -0.77 7.62 -20.49 -0.404
O -2.31 6.30 -19.37 -0.440
S 0.67 4.24 -19.29 0.029
O 1.32 5.53 -19.53 -0.423
O 0.06 3.74 -20.48 -0.393
O 1.61 3.31 -18.72 -0.477
O -0.45 4.47 -18.42 -0.426
S -3.77 3.11 -22.62 0.082
O -4.81 2.13 -22.92 -0.483
O -2.58 2.47 -22.03 -0.439
O -3.42 4.00 -23.75 -0.425
O -4.16 3.94 -21.56 -0.414
C -6.30 5.75 -17.10 -0.083
C -5.25 5.12 -17.88 -0.248
N -4.41 4.69 -18.49 0.221
H -6.79 6.55 -17.66 0.076
H -5.94 6.04 -16.12 0.071
H -7.11 5.02 -17.06 0.060
```



No. 5
Here is a structure of composition C38H47Cl3N5NaO4SSi3 from the Open Molecules 2025 dataset. Energies are from ωB97M-V with the def2-TZVPD basis set.

Computed properties:
**HOMO-LUMO gap**: 5.66 eV
**M**: 883.50 g mol⁻¹
**Calculated total energy**: -4860.6180 Eh
**Max |F|**: 0.2 eV/A
**LUMO energy**: -1.012 eV
**HOMO level**: -6.7 eV
**2S+1**: 1
**Total charge**: 0
**Energy above the lowest of the compared OMol25 structures with the same formula, charge and spin**: 0.457 eV

```
102
Properties=species:S:1:pos:R:3:lowdin_charge:R:1
Na 0.51 -0.11 -0.55 0.378
O 6.73 -5.38 -0.09 0.086
N 5.59 -5.34 -0.50 -0.339
O 4.96 -6.31 -0.88 0.082
C 4.93 -4.02 -0.56 -0.070
C 5.75 -2.97 -0.75 0.064
C 5.21 -1.65 -0.88 -0.132
C 6.03 -0.54 -1.11 -0.001
C 5.45 0.70 -1.23 -0.035
C 4.05 0.79 -1.13 -0.107
N 3.26 -0.24 -0.91 0.131
C 3.82 -1.46 -0.79 -0.135
C 2.96 -2.60 -0.56 -0.131
N 1.64 -2.35 -0.45 0.122
C 0.82 -3.35 -0.21 -0.130
C 1.27 -4.67 -0.06 -0.008
C 2.60 -4.95 -0.18 0.021
C 3.50 -3.89 -0.44 -0.061
H 6.81 -3.12 -0.82 0.132
H 7.10 -0.67 -1.18 0.123
H 6.04 1.59 -1.41 0.108
H 3.57 1.75 -1.22 0.087
H -0.22 -3.09 -0.11 0.035
H 0.55 -5.46 0.14 0.109
H 2.96 -5.96 -0.08 0.109
C -1.79 2.67 -0.73 -0.144
O -1.52 1.33 -0.39 -0.323
Si -2.69 0.11 -0.54 0.275
C -4.27 0.81 0.22 -0.150
C -3.03 0.02 -2.40 -0.153
C -1.99 -1.36 0.21 -0.437
Si -1.78 -1.24 2.02 0.361
C -0.44 -2.37 2.75 -0.177
C -3.34 -1.61 3.04 -0.176
C -1.23 0.48 2.60 -0.176
Si -2.71 -2.91 -0.44 0.348
C -2.03 -3.41 -2.14 -0.171
C -4.60 -2.88 -0.65 -0.182
C -2.43 -4.43 0.66 -0.174
H -2.82 2.94 -0.49 0.039
H -1.63 2.85 -1.80 0.092
H -1.13 3.34 -0.17 0.071
H -4.69 1.66 -0.33 0.019
H -4.10 1.13 1.26 0.022
H -5.03 0.02 0.24 0.028
H -3.36 1.00 -2.76 0.029
H -3.80 -0.70 -2.66 0.018
H -2.12 -0.25 -2.95 0.030
H -0.60 -3.42 2.51 0.011
H -0.44 -2.27 3.84 0.029
H 0.56 -2.09 2.40 0.018
H -3.69 -2.63 2.87 0.013
H -4.15 -0.94 2.76 0.018
H -3.16 -1.50 4.11 0.025
H -0.25 0.75 2.18 0.000
H -1.12 0.48 3.69 0.027
H -1.92 1.28 2.33 0.019
H -2.40 -2.76 -2.93 0.016
H -2.31 -4.44 -2.39 0.030
H -0.93 -3.35 -2.16 0.011
H -4.94 -2.09 -1.32 0.009
H -5.08 -2.73 0.32 0.027
H -4.96 -3.83 -1.06 0.027
H -1.39 -4.73 0.73 -0.006
H -2.98 -5.27 0.23 0.034
H -2.80 -4.28 1.67 0.017
Cl 1.80 7.46 8.06 0.684
C 1.40 6.83 6.50 -0.662
C 1.23 7.70 5.43 -0.086
C 0.91 7.19 4.19 -0.009
C 0.75 5.82 3.99 -0.206
C 0.42 5.28 2.61 -0.317
C 1.73 4.93 1.91 -0.059
N 1.56 4.08 0.75 -0.055
C 1.60 4.44 -0.57 -0.044
C 1.43 3.29 -1.27 -0.148
N 1.29 2.23 -0.41 0.035
C 1.37 2.74 0.79 -0.151
O -0.23 6.22 1.80 -0.103
C -1.55 6.57 2.25 -0.155
C -2.64 5.90 1.47 -0.315
C -3.03 6.28 0.22 -0.974
Cl -2.33 7.52 -0.73 0.669
S -4.38 5.40 -0.35 1.010
C -4.44 4.49 1.10 -0.416
C -3.46 4.85 1.97 -0.133
C 0.94 4.98 5.08 -0.574
Cl 0.78 3.26 4.90 0.736
C 1.26 5.47 6.34 -0.122
H 1.35 8.77 5.58 0.109
H 0.76 7.85 3.35 0.128
H -0.19 4.37 2.71 0.131
H 2.41 4.45 2.61 0.134
H 2.19 5.87 1.58 0.146
H 1.73 5.47 -0.87 0.124
H 1.40 3.16 -2.34 0.111
H 1.29 2.20 1.72 0.124
H -1.63 7.66 2.14 0.126
H -1.66 6.33 3.31 0.132
H -5.19 3.72 1.22 0.068
H -3.33 4.39 2.94 0.118
H 1.40 4.79 7.17 0.108
```



- Which of these has the highest total charge?
  C54H108BF4N6O6